Molecular formula: C4H13N2O
Method: DFT, ωB97M-V with the def2-TZVPD basis set

For the electronic energy, the calculation gives -9386.486 eV. The value obtained for the strongest force on any atom is 0.69 eV Å⁻¹. The calculation puts the energy above the lowest of the compared OMol25 structures with the same formula, charge and spin at 8.7 kcal/mol. The value obtained for the HOMO energy is -2.72 eV.

Geometry as ORCA input:
```
! wB97M-V def2-TZVPD RIJCOSX def2/J DEFGRID3
* xyz -1 1
N 2.49556 1.26735 0.72923
C 1.85617 0.25889 1.65616
O 1.64755 -0.90601 1.04701
H 3.17472 0.74495 0.18246
H 3.00906 1.95682 1.27319
H 2.50613 0.17188 2.56827
H 0.90647 0.75866 1.98322
C -1.05948 -0.15657 -2.04926
C -0.89162 -0.34125 -0.54742
C -1.94650 0.44907 0.20848
N -0.93260 -1.76701 -0.19855
H -1.04348 0.91020 -2.28949
H -0.25036 -0.62108 -2.61594
H -2.01619 -0.57320 -2.38515
H 0.09954 0.03490 -0.27738
H -2.04411 0.13328 1.24571
H -1.73549 1.51951 0.13678
H -2.93929 0.32122 -0.24961
H -0.26823 -1.87483 0.56953
H -0.56785 -2.28677 -0.98724
*
```

Löwdin atomic charge list, values in e, 4 entries:
1. N -0.053
2. C -0.626
3. O -0.344
4. H 0.025

***

Molecular formula: C29H59B3N2O4S
Method: DFT, ωB97M-V with the def2-TZVPD basis set

For the electronic energy, the calculation gives -55067.384 eV. As for the SMILES: COCB1OB(CCCCn2cccc2)OB(N=C=S)O1.CCCCCC.CCCCCC.CCCCCC. The value obtained for the strongest force on any atom is 6.38 eV Å⁻¹. The calculation puts the energy above the lowest of the compared OMol25 structures with the same formula, charge and spin at 112.8 kcal/mol. The value obtained for the HOMO energy is -7.99 eV.

Geometry as ORCA input:
```
! wB97M-V def2-TZVPD RIJCOSX def2/J DEFGRID3
* xyz 0 1
C -1.17455 -2.30159 -0.76520
O -2.40318 -2.99044 -1.15095
C -3.42739 -2.75073 -0.14536
B -3.08246 -3.50348 1.25656
O -2.84995 -2.67951 2.41919
B -1.95637 -3.32178 3.35271
C -2.02594 -3.06553 4.95023
C -1.23757 -1.72028 5.42159
C -1.97915 -0.36814 4.98052
C -1.54246 0.20878 3.54966
N -0.08243 0.18191 3.27852
C 0.78716 -0.85037 2.78339
C 2.26713 -0.41030 2.65480
C 2.17288 1.10455 3.10557
C 0.67940 1.39023 3.49984
O -0.97825 -4.27409 2.83975
B -1.64304 -5.16631 1.90828
N -0.93726 -6.39780 1.37471
C 0.15300 -5.97336 0.81055
S 1.78217 -5.64269 0.60060
O -2.99551 -4.93516 1.41837
H -0.46537 -2.99112 -0.16822
H -0.56516 -1.96855 -1.68737
H -1.37226 -1.36762 -0.12882
H -3.50443 -1.60644 0.02277
H -4.46930 -3.09965 -0.47561
H -3.12462 -3.03804 5.27004
H -1.57390 -3.99523 5.46966
H -1.28165 -1.74866 6.57845
H -0.12138 -1.75965 5.16303
H -3.10458 -0.62929 4.89606
H -1.89205 0.38867 5.83039
H -1.84793 1.32480 3.54391
H -2.14101 -0.25740 2.67740
H 0.44673 -1.90595 2.53112
H 3.18477 -1.00071 2.32573
H 3.07070 1.82363 3.12115
H 0.25086 2.39104 3.86426
C -2.78749 -4.25473 -3.83552
C -2.42686 -4.20197 -5.31468
C -2.27662 -2.77657 -5.84705
C -3.54551 -1.92022 -5.78259
C -4.75608 -2.49590 -6.52045
C -4.53105 -2.64291 -8.01924
H -3.75263 -3.78198 -3.63759
H -2.85285 -5.29313 -3.50035
H -2.02861 -3.75258 -3.23359
H -3.17418 -4.75291 -5.89502
H -1.47788 -4.72910 -5.46032
H -1.92022 -2.82333 -6.88165
H -1.48750 -2.26689 -5.28172
H -3.31580 -0.93086 -6.19485
H -3.81896 -1.75189 -4.73649
H -5.60839 -1.82603 -6.36128
H -5.04209 -3.46198 -6.09433
H -4.29014 -1.67755 -8.47293
H -5.43424 -3.02690 -8.49993
H -3.71837 -3.33959 -8.23932
C 2.40229 0.21721 -0.89635
C 3.42430 -0.86286 -1.22569
C 4.85631 -0.46686 -0.86455
C 5.40458 0.75061 -1.61592
C 5.39683 0.63026 -3.14129
C 6.27456 -0.50151 -3.65831
H 2.58695 1.13436 -1.46167
H 1.39531 -0.12811 -1.14557
H 2.42352 0.45863 0.17004
H 3.35317 -1.12482 -2.28632
H 3.16351 -1.76976 -0.66893
H 5.51264 -1.32690 -1.03537
H 4.90791 -0.26025 0.21110
H 6.43199 0.93043 -1.27903
H 4.83646 1.64125 -1.33078
H 5.76099 1.57311 -3.56409
H 4.37535 0.50291 -3.51155
H 7.31145 -0.36695 -3.33812
H 6.25762 -0.52242 -4.75077
H 5.92810 -1.47560 -3.30415
C -0.69725 8.25141 4.27524
C 0.17137 7.01130 4.44169
C 1.54288 7.14261 3.77855
C 1.51603 7.32831 2.25783
C 0.80164 6.22051 1.48082
C 1.46116 4.85703 1.63720
H -0.91631 8.45315 3.22387
H -1.65100 8.11633 4.79153
H -0.20407 9.13048 4.69967
H -0.36074 6.13600 4.05527
H 0.31880 6.83127 5.51188
H 2.13978 6.25881 4.02759
H 2.07178 7.99489 4.22082
H 2.54954 7.40293 1.90078
H 1.04639 8.28652 2.01563
H 0.80344 6.48743 0.41826
H -0.24915 6.15795 1.77906
H 2.50068 4.88866 1.29920
H 0.93351 4.11020 1.03899
H 1.44747 4.51474 2.67511
*
```

Löwdin atomic charge list, values in e, 4 entries:
1. C -0.082
2. O -0.239
3. C -0.086
4. B -0.395

***

Molecular formula: C2HBrF3I
Method: DFT, ωB97M-V with the def2-TZVPD basis set

For the electronic energy, the calculation gives -88384.620 eV. As for the SMILES: FC(F)(F)[C@@H](Br)I. The value obtained for the strongest force on any atom is 3.89 eV Å⁻¹. The calculation puts the energy above the lowest of the compared OMol25 structures with the same formula, charge and spin at 13.6 kcal/mol. The value obtained for the HOMO energy (alpha / beta) is -10.02 / -10.02 eV.

Geometry as ORCA input:
```
! wB97M-V def2-TZVPD RIJCOSX def2/J DEFGRID3
* xyz 0 1
F -0.03180 1.34374 1.10770
C 0.37376 0.20856 0.70257
F 1.68456 0.14092 0.76569
F -0.02785 -0.81095 1.58302
C -0.05837 -0.12087 -0.65208
Br 0.28458 -1.99225 -1.00721
I -2.54433 0.63242 -1.08209
H 0.31946 0.59843 -1.41761
*
```

Löwdin atomic charge list, values in e, 4 entries:
1. F 0.186
2. C -0.878
3. F 0.147
4. F 0.026

***

Molecular formula: C33H75Cl2FO18
Method: DFT, ωB97M-V with the def2-TZVPD basis set

For the electronic energy, the calculation gives -100028.196 eV. The value obtained for the strongest force on any atom is 8.03 eV Å⁻¹. The value obtained for the HOMO energy is -9.02 eV.

Geometry as ORCA input:
```
! wB97M-V def2-TZVPD RIJCOSX def2/J DEFGRID3
* xyz 0 1
C -4.09054 0.56442 2.10735
C -4.72416 -0.03931 0.72104
Cl -4.54818 1.23617 -0.66353
C -4.00256 -1.40036 0.16013
Cl -5.34188 -2.70032 -0.12354
C -2.83014 -2.01626 1.12646
C -3.16582 -3.20666 2.24769
C -2.01739 -3.88871 3.20540
C -0.44546 -3.42029 3.11291
C -0.08093 -2.23285 2.00400
C -1.23827 -1.52898 1.02316
C -0.69095 -0.39861 -0.03063
O -1.31878 0.72124 -0.39985
C 0.81794 -0.68948 -0.69030
C 1.08201 -0.28906 -2.28463
C 2.58041 -0.59068 -2.96053
C 3.71194 -1.22866 -1.95605
C 3.44454 -1.61943 -0.37126
F 4.49042 -2.19649 0.51989
C 1.96154 -1.37172 0.28515
C 1.50753 -1.74392 1.82492
O 2.30032 -1.72334 2.90197
H -4.80455 1.45938 2.44304
H -3.03714 1.07415 1.89557
H -4.05377 -0.18683 3.00695
H -5.89659 -0.24201 0.81320
H -3.51148 -1.22223 -0.90835
H -4.27743 -3.61333 2.34798
H -2.36378 -4.73605 3.96140
H 0.42972 -3.89284 3.74752
H 0.18775 0.19550 -2.87429
H 2.74415 -0.32865 -4.10287
H 4.79261 -1.45883 -2.40008
C -3.41951 0.35470 6.52465
O -3.94992 0.60519 5.23617
H -2.50246 -0.23053 6.42382
H -3.19140 1.30352 7.01652
H -4.14570 -0.20895 7.11540
H -4.76218 1.12570 5.35767
C 6.40749 -3.14412 3.46653
O 5.96058 -1.85677 3.85028
H 7.31015 -3.38977 4.03088
H 5.63103 -3.88094 3.68657
H 6.63618 -3.14794 2.39802
H 5.15922 -1.66656 3.33345
C 8.43482 0.22608 2.42854
O 8.62735 -0.29671 3.73004
H 9.35898 0.70604 2.09808
H 8.18308 -0.58619 1.74221
H 7.62971 0.96465 2.44695
H 7.79140 -0.71601 3.99620
C -1.56372 -0.84164 -5.14132
O -1.23412 -1.54072 -3.95519
H -0.73433 -0.92853 -5.84715
H -2.46307 -1.27694 -5.58392
H -1.73261 0.21266 -4.90902
H -1.98812 -1.44587 -3.34860
C -0.75240 -1.71520 -8.85994
O -1.19931 -0.42786 -8.47618
H 0.15026 -1.96086 -8.29558
H -1.52886 -2.45202 -8.63989
H -0.52370 -1.71903 -9.92845
H -2.00066 -0.23765 -8.99301
C 0.07287 3.86568 -0.08960
O -1.31043 3.93292 -0.38321
H 0.44974 4.87705 0.07988
H 0.22635 3.26630 0.81118
H 0.60400 3.41791 -0.93306
H -1.61640 3.02149 -0.52863
C -1.40249 -2.35699 7.93111
O -2.81182 -2.40567 7.80586
H -0.96983 -2.07296 6.96894
H -1.12821 -1.61474 8.68481
H -1.02722 -3.34163 8.22040
H -3.16736 -2.65998 8.67441
C 2.30372 1.26862 -6.84324
O 2.72467 0.17250 -6.05229
H 1.83759 2.01544 -6.19624
H 3.16854 1.71171 -7.34321
H 1.57671 0.92677 -7.58393
H 3.13396 -0.47312 -6.65322
C 10.16573 -2.53442 6.26757
O 10.74996 -1.39324 5.66703
H 10.85943 -2.94122 7.00712
H 9.23410 -2.24993 6.76288
H 9.96842 -3.28922 5.50247
H 10.11195 -1.05454 5.01611
C 8.07386 4.54783 1.73158
O 7.12314 3.50436 1.83922
H 8.23692 4.77238 0.67488
H 7.69597 5.43984 2.23729
H 9.01666 4.23114 2.18419
H 6.99915 3.32731 2.78724
C -4.85988 5.84692 -0.91170
O -4.38805 4.60256 -0.42877
H -5.94690 5.87966 -0.80704
H -4.41532 6.65729 -0.32870
H -4.59420 5.95401 -1.96620
H -3.42146 4.60286 -0.53443
C -1.18852 5.55591 -3.89198
O -2.13923 4.51244 -3.78435
H -1.02546 5.78047 -4.94869
H -1.56641 6.44792 -3.38628
H -0.24571 5.23922 -3.43938
H -2.26323 4.33540 -2.83633
C -3.01409 8.33661 2.43608
O -4.39739 8.40385 2.14246
H -2.63722 9.34799 2.60555
H -2.86061 7.73723 3.33685
H -2.48296 7.88884 1.59261
H -4.70336 7.49242 1.99705
C -3.17136 -5.33799 -9.62050
O -2.58713 -4.19681 -10.22104
H -2.47766 -5.74479 -8.88095
H -4.10299 -5.05350 -9.12518
H -3.36867 -6.09279 -10.38559
H -3.22514 -3.85811 -10.87195
C -6.51514 -2.24556 6.80968
O -5.90883 -2.10003 5.53868
H -6.90130 -3.26314 6.90478
H -5.77290 -2.06533 7.59123
H -7.33980 -1.53494 6.90455
H -5.57591 -1.18812 5.48351
C -2.55125 -4.68295 -5.95137
O -2.33368 -4.52606 -4.56129
H -2.59832 -5.74905 -6.18558
H -3.49604 -4.20909 -6.22896
H -1.72628 -4.22684 -6.50401
H -2.29657 -3.57076 -4.38381
*
```

Löwdin atomic charge list, values in e, 4 entries:
1. C -0.139
2. C -0.634
3. Cl 0.526
4. C -0.606

***

What is the electronic energy in the fourth record? -100028.196 eV